(1)
Formula: C17H17Cl2NOV
Source: the OMol25 dataset
Level of theory: ωB97M-V with the def2-TZVPD basis set

The geometry in XYZ format:
```
39
Properties=species:S:1:pos:R:3:forces:R:3
V 0.724 -1.472 0.021 -4.1 6.0 0.6
Cl -4.684 0.344 -0.612 -0.2 -0.1 -0.1
Cl -2.358 4.883 1.052 0.0 0.1 0.0
O -1.925 -0.794 -0.306 0.2 1.1 0.3
N 0.197 0.394 0.808 -0.6 -1.1 -0.9
C -2.051 0.431 0.014 0.9 -0.9 0.0
C -3.292 1.174 -0.093 0.0 1.2 0.2
C 0.733 -2.133 -3.049 -1.3 1.9 2.8
C 1.722 -2.727 0.850 0.5 -1.3 1.9
C 1.493 -2.033 -1.638 1.5 -1.7 -4.2
C -2.223 3.216 0.696 0.4 -0.8 -0.1
C 0.160 3.103 1.515 -0.7 0.9 -0.3
C 2.833 -1.823 0.354 2.8 -1.0 -0.4
C 0.422 -3.221 0.285 -1.8 -3.4 1.2
C -3.345 2.525 0.225 -0.5 -0.8 -0.4
C -0.533 -2.748 -2.352 -0.2 -0.2 0.2
C 2.676 -1.300 -1.104 2.7 0.5 -2.0
C 1.213 2.276 1.866 1.1 -2.1 0.0
C 1.191 0.913 1.556 0.7 2.4 0.8
C -0.988 2.536 0.920 0.4 -0.7 0.0
C -0.292 -3.632 -1.005 -1.0 -1.0 -1.6
C -0.921 1.152 0.566 -0.3 0.3 0.3
H 0.455 -1.116 -3.371 0.0 -0.2 -0.1
H 1.856 -3.086 -1.655 -0.2 0.6 0.6
H 2.014 -3.181 1.800 -0.6 0.2 -0.2
H 0.199 4.167 1.724 -0.1 -0.2 0.0
H -4.284 3.055 0.112 0.1 0.0 0.0
H 3.698 -2.510 0.361 -0.1 0.3 -0.5
H 3.530 -1.699 -1.680 0.1 0.5 0.3
H -1.106 -3.379 -3.038 0.0 -0.2 0.1
H 2.791 -0.213 -1.252 -0.6 -0.2 0.4
H -1.329 -3.858 -0.680 0.5 0.1 -0.1
H 2.093 2.656 2.369 -0.1 0.1 0.1
H 1.065 -2.630 -3.963 0.7 -0.5 0.7
H -0.048 -3.826 1.069 0.3 0.3 0.1
H 3.197 -1.063 1.067 -0.7 -0.2 0.0
H 0.099 -4.613 -1.314 0.1 0.1 -0.2
H -1.205 -1.906 -2.102 0.3 -0.5 0.0
H 1.958 0.212 1.886 -0.1 0.5 0.0
```
Forces are in eV/Å.

Results
ΔE to the lowest compared entry with this formula, charge and spin   1.325 eV
2S+1   4
Orbital gap (alpha / beta)   5.90 / 5.59 eV

Results of the Löwdin charge analysis, in e, for atoms 1 through 4: number 1, V, carries 0.868; number 2, Cl, carries 0.752; number 3, Cl, carries 0.748; number 4, O, carries -0.012

***

(2)
Formula: C12H21N3
Source: the OMol25 dataset
Level of theory: ωB97M-V with the def2-TZVPD basis set

The geometry in XYZ format:
```
36
Properties=species:S:1:pos:R:3:forces:R:3
N 23.012 -15.805 -6.009 -0.2 0.2 0.1
N 17.989 -4.945 -3.466 -0.7 0.3 0.0
N 20.676 -12.051 -6.007 -0.6 7.5 4.2
C 20.489 -7.140 -6.293 1.1 -0.9 -1.6
C 18.988 -5.411 -3.770 0.1 0.3 0.9
C 19.809 -14.196 -6.786 2.9 -0.1 1.0
C 20.223 -6.036 -4.138 -0.7 0.6 1.1
C 20.641 -8.632 -6.639 -0.2 2.5 -1.7
C 20.367 -7.766 -2.324 -0.2 -0.1 0.1
C 20.204 -7.575 -3.856 0.7 2.1 3.8
C 20.396 -9.488 -5.440 0.3 -3.4 -1.3
C 22.245 -15.021 -6.363 -0.7 -0.1 -1.0
C 21.331 -13.929 -6.814 2.4 -3.5 -0.5
C 20.548 -10.935 -5.735 1.2 0.7 -0.1
C 19.105 -12.981 -7.292 -2.3 -0.9 -1.0
H 19.958 -8.742 -7.481 -0.1 -1.0 0.2
H 19.514 -6.746 -6.009 -0.5 -1.2 -0.9
H 21.554 -13.125 -6.112 1.5 -2.3 -0.9
H 21.103 -5.558 -3.709 -0.1 0.0 0.5
H 19.356 -9.378 -5.134 0.4 -0.1 0.2
H 21.092 -7.946 -4.368 -0.8 0.5 1.4
H 19.720 -15.124 -7.351 -0.9 0.1 0.2
H 21.088 -6.953 -5.402 0.9 -0.5 -2.9
H 20.472 -8.791 -1.967 0.2 -0.3 -0.5
H 21.637 -8.608 -7.080 0.2 -1.0 0.3
H 18.057 -13.279 -7.241 -0.4 0.5 -0.7
H 20.845 -6.483 -7.087 0.1 -0.2 -0.4
H 19.302 -12.126 -6.645 -2.3 -1.2 -1.5
H 19.276 -8.109 -4.061 0.3 0.9 -0.5
H 19.644 -14.282 -5.712 -0.7 -0.7 0.0
H 21.224 -7.226 -1.922 -0.1 0.2 0.0
H 19.450 -7.453 -1.826 0.1 0.4 0.1
H 21.596 -13.601 -7.819 0.4 0.0 0.0
H 21.157 -9.324 -4.677 -0.6 -0.7 -0.2
H 19.445 -12.738 -8.298 -0.3 0.0 -0.2
H 20.297 -5.863 -5.212 -0.2 1.6 1.9
```
Forces are in eV/Å.

Results
ΔE to the lowest compared entry with this formula, charge and spin   8.690 eV
Structure (SMILES)   CCCC#N.CCCC#N.CCCC#N
Orbital gap   9.34 eV

Results of the Löwdin charge analysis, in e, for atoms 1 through 4: number 1, N, carries 0.098; number 2, N, carries 0.157; number 3, N, carries 0.063; number 4, C, carries -0.159

***

(3)
Formula: C5H6N4O
Source: the OMol25 dataset
Level of theory: ωB97M-V with the def2-TZVPD basis set

The geometry in XYZ format:
```
16
Properties=species:S:1:pos:R:3:forces:R:3
O 1.554 1.584 -0.039 0.4 0.2 0.1
N 3.269 -0.635 0.039 0.7 -0.2 -0.6
N 1.893 -0.688 -0.013 -1.2 0.4 0.1
N -0.722 -1.108 -0.014 -0.2 0.2 -0.2
N -2.983 -0.373 0.037 0.0 0.1 -0.3
C -1.225 1.247 0.006 -0.4 -1.2 0.3
C -0.324 0.165 0.007 -1.5 0.6 -0.1
C 1.132 0.448 -0.012 0.6 -1.0 -0.1
C -2.589 0.911 0.033 1.4 -0.9 -0.3
C -2.039 -1.314 -0.026 0.2 0.7 0.3
H -2.343 -2.350 -0.092 -0.2 0.0 0.1
H 3.607 -0.041 -0.713 -0.1 -0.1 -0.1
H 3.569 -0.171 0.876 0.0 0.1 0.6
H 1.413 -1.594 -0.072 0.5 0.7 0.1
H -0.856 2.256 0.025 0.0 0.2 -0.1
H -3.354 1.663 -0.043 -0.3 0.2 0.3
```
Forces are in eV/Å.

Results
ΔE to the lowest compared entry with this formula, charge and spin   0.941 eV
Structure (SMILES)   NNC(=O)c1ccncn1
Orbital gap   9.79 eV

Results of the Löwdin charge analysis, in e, for atoms 1 through 4: number 1, O, carries 0.074; number 2, N, carries 0.034; number 3, N, carries -0.033; number 4, N, carries 0.120